[1]
{
  "formula": "C20H17N5OPdS",
  "method": "ωB97M-V/def2-TZVPD",
  "symbols": ["Pd", "O", "C", "C", "C", "C", "C", "C", "C", "C", "N", "H", "H", "H", "H", "H", "H", "H", "H", "H", "H", "H", "S", "N", "C", "C", "C", "C", "C", "N", "C", "C", "N", "C", "C", "C", "C", "C", "N", "H", "H", "H", "H", "H", "H"],
  "xyz": [[-0.213, 0.893, -0.498], [-1.456, 2.759, -1.343], [-0.581, 3.886, -1.594], [0.829, 3.393, -1.362], [1.303, 2.409, -2.452], [2.283, 1.379, -1.958], [3.597, 1.301, -2.381], [4.415, 0.299, -1.876], [3.901, -0.606, -0.959], [2.585, -0.476, -0.572], [1.806, 0.495, -1.062], [-2.375, 3.018, -1.481], [-0.826, 4.706, -0.921], [-0.708, 4.220, -2.624], [0.853, 2.924, -0.360], [1.519, 4.231, -1.271], [1.731, 2.964, -3.284], [0.437, 1.874, -2.862], [3.971, 2.016, -3.101], [5.445, 0.226, -2.198], [4.508, -1.401, -0.549], [2.134, -1.152, 0.142], [-3.086, -4.610, 3.777], [-2.330, -3.260, 4.207], [-2.007, -2.639, 3.085], [-1.301, -1.375, 2.994], [-0.867, -0.642, 4.103], [-0.205, 0.549, 3.908], [0.015, 0.992, 2.608], [-0.401, 0.299, 1.553], [-1.051, -0.871, 1.721], [-1.481, -1.581, 0.521], [-1.196, -1.017, -0.672], [-1.559, -1.619, -1.798], [-2.239, -2.833, -1.796], [-2.542, -3.423, -0.591], [-2.159, -2.793, 0.598], [-2.424, -3.328, 1.920], [-3.054, -4.462, 2.178], [-1.060, -1.027, 5.097], [0.147, 1.143, 4.740], [0.536, 1.920, 2.415], [-1.301, -1.125, -2.726], [-2.519, -3.290, -2.735], [-3.072, -4.367, -0.540]],
  "mulliken_spin": [1.385, 0.007, 0.000, 0.045, -0.003, 0.022, 0.007, -0.004, 0.006, -0.008, 0.149, -0.001, 0.001, 0.001, -0.021, 0.002, 0.000, -0.007, 0.002, 0.000, 0.001, 0.004, 0.001, 0.000, -0.001, 0.001, -0.004, 0.010, 0.019, 0.181, -0.009, -0.002, 0.179, 0.013, 0.011, -0.005, 0.003, 0.001, 0.000, 0.000, 0.000, 0.005, 0.006, 0.001, 0.000],
  "homo_lumo_gap_ev": [8.26, 6.65],
  "s_squared": 2.0045,
  "spin_multiplicity": 3,
  "lumo_ev": [-6.58, -8.19],
  "homo_ev": [-14.8, -14.8],
  "total_charge": 2,
  "total_energy_ha": -1646.9187
}


[2]
{
  "formula": "C2HClF2O",
  "method": "ωB97M-V/def2-TZVPD",
  "symbols": ["C", "C", "O", "F", "F", "Cl", "H"],
  "xyz": [[-2.508, -0.129, 1.187], [0.789, 0.143, -0.338], [-2.151, -0.352, 0.137], [1.307, 0.383, -1.552], [0.168, -1.033, -0.302], [2.168, 0.090, 0.905], [0.227, 0.899, -0.038]],
  "mulliken_charge": [0.108, 0.372, -0.105, -0.196, -0.173, -0.184, 0.178],
  "homo_lumo_gap_ev": 12.73,
  "spin_multiplicity": 1,
  "lumo_ev": 0.92,
  "homo_ev": -11.8,
  "e_above_lowest_kcal_mol": 1.9,
  "total_energy_ha": -811.9522
}